48
Properties=species:S:1:pos:R:3:forces:R:3 method="wB97M-V/def2-TZVPD" multiplicity=2 homo_lumo_gap_ev="6.25 / 5.65" max_force_ev_per_a=1.24 charge=-1 e_lumo_ev="2.72 / 2.72" e_above_lowest_kj_mol=0.00
Mn -0.413 0.905 -0.356 -0.4 -1.2 0.1
O 1.409 0.511 0.304 0.7 -0.6 -0.5
N 2.395 0.649 1.136 0.0 0.2 0.4
C 3.133 1.782 1.036 0.0 0.0 0.0
C 4.271 1.977 1.769 0.0 0.0 0.0
C 4.672 0.962 2.642 0.0 0.0 0.0
C 3.892 -0.157 2.772 0.0 0.0 0.0
C 2.683 -0.345 2.052 0.0 0.0 0.0
S 1.663 -1.683 2.265 0.1 0.0 -0.1
H 2.727 2.498 0.335 -0.1 0.0 0.0
H 4.825 2.899 1.658 0.0 0.0 0.0
H 5.586 1.059 3.216 0.0 0.0 0.0
H 4.170 -0.959 3.440 0.0 0.0 0.0
C -2.565 0.543 3.466 0.1 0.0 -0.1
C -3.115 -0.721 3.374 0.0 -0.1 0.0
C -2.783 -1.518 2.290 -0.2 -0.1 0.2
C -1.914 -1.031 1.328 0.0 -0.3 -0.1
N -1.438 0.208 1.393 0.5 0.8 -0.5
C -1.736 0.969 2.439 0.0 0.2 0.2
C -1.427 -1.853 0.184 -0.3 0.1 0.4
C -1.811 -3.169 -0.030 -0.1 -0.3 0.0
C -1.282 -3.863 -1.105 -0.1 0.0 0.1
C -0.362 -3.233 -1.921 0.1 0.1 0.1
C -0.022 -1.923 -1.622 0.1 -0.1 -0.1
N -0.562 -1.250 -0.616 0.3 0.6 -0.3
H -2.774 1.193 4.304 0.0 0.0 0.0
H -3.791 -1.083 4.138 0.0 -0.1 0.0
H -3.201 -2.510 2.201 0.0 0.0 0.0
H -1.298 1.960 2.435 0.0 0.0 -0.1
H -2.507 -3.651 0.641 0.0 0.0 0.0
H -1.576 -4.888 -1.295 0.0 0.0 0.0
H 0.090 -3.739 -2.763 0.0 0.0 0.0
H 0.711 -1.383 -2.207 -0.1 0.0 0.0
I -0.244 3.508 0.176 0.1 0.5 0.1
C -3.362 1.023 -1.121 0.2 -0.1 0.4
O -2.009 1.015 -1.349 -0.4 0.0 -0.8
H -3.631 1.010 -0.046 -0.1 0.0 0.0
H -3.866 0.148 -1.578 0.0 0.0 0.0
H -3.841 1.921 -1.549 0.0 0.0 0.0
N 1.904 1.520 -4.117 -0.1 0.0 0.0
C 0.625 1.420 -4.633 0.1 0.0 0.1
C -0.181 1.169 -3.564 0.1 0.0 -0.2
N 0.578 1.115 -2.421 -0.5 0.1 0.6
C 1.813 1.331 -2.776 0.1 0.0 0.0
H 2.739 1.725 -4.632 0.0 0.0 0.0
H 0.419 1.544 -5.682 0.0 0.0 0.0
H -1.249 1.035 -3.502 0.0 0.0 0.1
H 2.660 1.360 -2.109 -0.1 0.0 0.0